The following is a quantum chemistry calculation of 14 unconnected molecules or ions with the total composition C4H39N2O14, from the OMol25 dataset.

Output
Kohn-Sham gap = 9.40 eV
HOMO level = -11.705 eV
Charge = +1
ΔE to the lowest compared entry with this formula, charge and spin = 331.50 kJ/mol

The geometry in XYZ format:
```
59
Properties=species:S:1:pos:R:3:forces:R:3:mulliken_charge:R:1
N -0.0499 1.8118 -0.5243 0.472 -2.448 -0.650 0.076
C -0.1489 0.2516 -0.7810 -0.172 1.516 -1.112 0.321
C -0.4116 -0.3657 0.5426 -0.899 0.032 1.136 0.628
O 0.4762 0.1533 1.5357 -0.104 -0.051 -0.461 -0.537
C -1.2655 0.0582 -1.8168 -0.914 1.370 -0.682 -0.869
N -1.9749 -1.1847 -1.6478 0.613 -0.668 0.115 -0.154
C -1.2893 -2.3734 -2.2045 0.532 1.606 -1.065 -0.799
H -0.1625 2.3686 -1.3961 -0.357 -0.349 0.207 0.651
H 0.9009 1.9729 -0.1823 -0.425 0.455 0.747 0.319
H -0.8181 1.9467 0.1464 0.482 0.370 0.099 0.243
H 0.7583 -0.0772 -1.2974 0.180 0.279 0.779 -0.069
H -0.4069 -1.4652 0.5427 0.243 0.442 -0.373 0.071
H -1.4441 -0.0683 0.8163 0.483 -0.484 -0.188 -0.436
H 0.2934 -0.4198 2.3015 0.465 -0.051 0.152 0.386
H -1.9993 0.9016 -1.9486 0.234 -0.616 1.464 0.418
H -0.7932 0.3654 -2.7622 0.035 -1.666 -0.454 0.354
H -2.9492 -1.1102 -1.8970 0.140 -0.114 -0.218 0.282
H -0.1987 -2.2569 -2.0357 -0.540 -0.355 0.578 0.137
H -1.3089 -2.3143 -3.3135 -0.377 -0.578 0.340 0.346
H -1.6795 -3.3155 -1.8233 0.050 0.096 -0.076 0.302
H -2.5809 -3.1552 3.0495 0.166 0.309 0.189 0.281
H -1.8985 -1.7934 3.4452 0.213 -0.560 -0.019 0.379
O -2.7044 -2.1994 3.0917 -0.687 0.256 -0.087 -0.729
H 2.8408 0.8273 -2.4042 -0.321 -0.028 -0.301 0.350
H 1.9360 -0.0910 -3.2816 0.041 -0.172 -0.059 0.297
O 2.0772 0.8249 -3.0376 0.201 0.385 0.279 -0.733
H 2.9515 -3.9357 0.9468 -0.464 -0.163 0.615 0.306
H 2.6723 -2.8324 0.0462 -0.903 0.335 0.336 0.366
O 2.2764 -3.2456 0.8510 1.016 -0.327 -0.875 -0.571
H 2.8441 2.5781 1.2892 -0.054 0.551 -0.165 0.381
H 2.3951 1.1988 1.6178 0.176 -0.420 -0.286 0.226
O 3.0865 1.6592 1.1121 -0.433 -0.131 0.538 -0.675
H 0.5837 3.2477 1.8282 0.894 0.211 0.053 0.362
H 0.7912 4.3726 0.8850 1.846 -0.568 0.458 0.322
O 1.3014 3.6962 1.3548 3.961 -1.015 1.632 -0.714
H 0.5635 1.8099 -3.0532 0.286 0.266 -0.759 0.342
H -0.1426 3.0200 -3.7981 0.248 -0.095 -0.007 0.306
O -0.2675 2.3218 -3.1479 -0.013 0.365 0.149 -0.689
H 3.1458 -1.8821 -2.1948 0.624 0.456 0.121 0.268
H 3.1183 -0.8817 -0.9063 0.651 -0.278 -0.923 0.369
O 2.7481 -1.6625 -1.3524 -1.107 -0.531 0.593 -0.717
H -2.8083 1.0014 1.4491 -0.166 1.015 -0.001 0.150
H -2.9366 2.5424 1.7452 -0.280 -0.259 0.176 0.345
O -2.3225 1.8834 1.4089 0.139 -0.119 -0.224 -0.681
H -0.1747 -3.8118 0.5641 -0.257 -0.072 0.607 0.288
H -1.7001 -3.6594 0.8304 0.219 0.062 0.088 0.322
O -0.8480 -3.7690 1.2771 0.217 -0.254 -0.930 -0.708
H -4.7850 -0.4251 1.2934 0.494 -0.162 0.313 0.275
H -3.5234 -0.9451 2.1694 -0.632 -0.179 -0.219 0.385
O -3.9396 -0.1866 1.7003 0.155 0.103 -0.047 -0.632
H -0.9391 5.0028 0.8856 -0.025 0.365 -0.140 0.283
H -1.3679 3.5957 0.8136 0.089 -0.311 -0.149 0.238
O -0.5644 4.1311 0.7008 -6.874 1.766 -1.570 -0.587
H 3.6041 1.1585 -0.2911 0.195 -0.509 -0.195 0.478
H 4.7971 1.2916 -1.2136 0.153 -0.397 -0.238 0.304
O 4.0374 0.7084 -1.0828 -0.193 1.059 0.319 -0.793
H -0.2840 -2.7140 2.4180 -0.052 0.863 0.075 0.336
H 0.5212 -2.5537 3.6554 0.196 0.597 0.261 0.276
O -0.0324 -2.0069 3.0803 0.142 -1.201 0.050 -0.676
```
Forces are in eV/Å.



The following is a quantum chemistry calculation of 15 unconnected molecules or ions with the total composition C4H39NO16, from the OMol25 dataset.

Output
Kohn-Sham gap (alpha / beta) = 1.85 / 8.86 eV
Spin multiplicity = 2
HOMO level (alpha / beta) = 0.028 / -7.051 eV
Charge = -1
Expectation value of S² = 0.750

The geometry in XYZ format:
```
60
Properties=species:S:1:pos:R:3:forces:R:3:lowdin_spin:R:1
C 0.6496 0.2762 -0.1471 -0.790 -0.176 -0.739 0.018
C -0.8708 0.3299 -0.4824 0.028 0.891 0.460 0.008
C -1.4638 -1.0783 -0.3607 0.771 -0.734 0.808 0.005
O -1.7117 -1.5907 0.9573 0.399 1.073 0.517 0.005
N -1.3269 0.8909 -1.7821 1.536 -0.417 0.868 0.002
C -0.7681 2.2273 -2.0414 -1.918 -0.393 -0.888 0.033
O -0.4753 2.2506 -3.4466 0.595 0.302 -0.001 0.012
H 0.7212 -0.3921 0.7220 0.295 0.305 -0.338 0.002
H 1.2191 -0.1050 -0.9919 0.046 -0.349 0.118 0.001
H 1.0730 1.2491 0.0686 -0.041 0.187 0.355 0.018
H -1.2167 1.0799 0.2426 -0.616 -0.692 0.324 0.005
H -0.7005 -1.7804 -0.7965 -1.001 0.424 0.290 0.000
H -2.4182 -1.1763 -0.8301 -0.401 0.217 -1.059 0.001
H -2.2919 -0.9574 1.4580 0.226 -0.533 -0.266 0.002
H -1.0136 0.2632 -2.5187 -0.154 0.195 -0.111 0.001
H -1.6381 2.8904 -1.8958 0.748 0.336 0.306 0.010
H 0.0963 2.5487 -1.4519 -0.062 -0.276 -0.153 0.014
H -1.1454 2.7614 -3.9036 -0.029 0.004 0.018 0.003
H 2.0196 -0.5286 2.1960 -0.415 -0.715 0.252 0.003
H 2.3215 -1.0718 3.6790 -0.304 -0.373 -0.637 0.004
O 2.4098 -0.3506 3.0520 0.472 1.271 0.440 0.026
H 0.2427 5.5348 1.9339 -0.238 -0.093 -0.253 0.092
H 1.4796 4.7422 2.1271 0.257 -0.335 -0.066 0.099
O 0.6641 4.7191 1.5906 -0.030 0.458 0.208 0.268
H -0.0936 -3.7928 -2.1833 0.173 0.021 -0.010 0.000
H 0.8628 -4.4728 -1.1947 -0.130 0.356 -0.298 0.000
O 0.0891 -4.6349 -1.7562 -0.239 -0.518 0.030 0.001
H -0.0146 -1.3461 -3.9438 -0.140 -0.088 -0.140 0.002
H 0.4260 -1.4731 -2.4991 0.117 -0.143 0.020 0.001
O -0.1653 -1.8717 -3.1530 0.359 0.039 0.025 0.004
H 2.8244 -0.2314 -2.6192 -0.024 -0.105 0.104 0.001
H 3.7358 -1.4663 -2.3092 0.058 0.172 -0.144 0.001
O 3.0066 -0.9369 -1.9711 0.187 -0.106 -0.127 0.006
H 0.1662 0.7530 4.3931 0.074 0.126 0.031 0.013
H 0.4931 1.9204 5.3271 -0.012 -0.062 -0.046 0.029
O -0.2391 1.3652 5.0247 0.072 -0.060 0.035 0.054
H -2.1823 -1.9978 -3.2960 -0.629 0.405 0.514 0.000
H -3.5656 -1.1571 -3.0764 0.297 -0.397 0.502 0.001
O -2.8268 -1.3636 -3.6477 0.202 0.076 -1.121 0.002
H -0.2863 3.3422 2.0971 0.147 -0.067 0.074 0.023
H -0.5565 2.5302 3.3903 -0.099 -0.126 0.039 0.023
O -0.6888 2.5082 2.4312 -0.172 0.009 -0.360 0.104
H -2.3726 2.4021 2.0095 0.305 0.175 0.491 0.008
H -3.5838 2.1268 1.1064 -0.052 0.244 0.216 0.005
O -3.3555 2.3348 2.0260 -0.375 -0.163 -0.675 0.029
H 1.1155 1.3954 -3.9974 0.324 0.544 0.905 0.001
H 1.5428 0.1423 -4.5375 0.742 -0.377 0.032 0.003
O 1.8730 0.7809 -3.8886 -1.014 -0.130 -0.931 0.007
H -3.5113 -0.3168 3.5029 0.266 -0.879 -0.488 0.005
H -3.6243 0.7166 2.5108 0.452 -0.551 -0.944 0.003
O -3.4851 -0.2809 2.5264 -0.646 1.346 1.504 0.013
H 0.1540 -3.1779 2.3508 0.434 -0.129 -0.043 0.001
H -0.2157 -1.8294 1.8941 0.495 -0.246 -0.414 0.002
O 0.6038 -2.3714 2.0615 -0.830 -0.052 0.286 0.009
H 4.1137 -0.0358 2.4110 0.242 -0.370 0.058 0.002
H 5.1689 -0.8684 1.5992 -0.283 0.070 0.007 0.002
O 5.0632 -0.2297 2.3088 0.364 0.233 0.023 0.010
H 1.7349 -2.9679 0.3475 -0.044 0.411 0.004 0.001
H 2.3508 -2.3406 -0.9706 -0.235 0.055 0.342 0.001
O 2.0747 -3.1633 -0.5367 0.239 -0.290 0.046 0.002
```
Forces are in eV/Å.



The following is a quantum chemistry calculation of a molecular structure, C4H3BiLi2O2, from the OMol25 dataset.

Output
Kohn-Sham gap (alpha / beta) = 5.11 / 6.32 eV
HOMO level (alpha / beta) = -15.989 / -16.824 eV
Charge = +2
ΔE to the lowest compared entry with this formula, charge and spin = 378.05 kJ/mol

The geometry in XYZ format:
```
12
Properties=species:S:1:pos:R:3:forces:R:3:mulliken_charge:R:1
C -0.2285 -1.0762 0.1137 -3.592 1.805 1.794 0.408
O -1.2377 -1.1882 0.8691 1.440 -0.890 -0.041 -0.700
Li -1.8044 -2.8517 -2.1237 -0.139 -0.628 -0.020 0.919
Li -0.5378 0.0811 2.3297 -0.141 0.023 0.497 0.940
H 1.3302 -1.0767 -0.6400 1.595 3.036 0.997 0.294
C 1.0508 -0.4081 0.3684 1.783 -4.576 -0.547 -0.560
C 0.6646 0.9905 0.8456 -0.747 -0.300 -2.172 -0.590
C 0.2032 1.8655 -0.0798 0.263 0.809 0.877 -0.040
O 0.0799 1.6196 -1.4447 1.375 1.578 0.061 -0.501
Bi -1.1165 0.1011 -1.5235 -1.948 -0.789 -1.380 1.103
H 1.6810 -0.9476 1.0916 -0.091 0.301 0.149 0.289
H -0.0847 2.8907 0.1936 0.203 -0.369 -0.215 0.438
```
Forces are in eV/Å.



The following is a quantum chemistry calculation of 2 unconnected molecules or ions with the total composition C4H3Br, from the OMol25 dataset.

Output
Kohn-Sham gap = 7.16 eV
HOMO level = -9.105 eV
Charge = 0
ΔE to the lowest compared entry with this formula, charge and spin = 444.32 kJ/mol

The geometry in XYZ format:
```
8
Properties=species:S:1:pos:R:3:forces:R:3:mulliken_charge:R:1
C 1.6977 -1.1452 1.7722 0.629 2.905 0.403 0.279
C 1.4654 -2.0521 2.6626 0.045 0.190 -0.651 -0.510
C 1.8272 0.0047 1.0956 -2.105 -5.838 -3.475 -0.179
C 1.1115 -0.5403 -0.8526 -0.512 1.294 3.645 -0.592
Br 1.1898 0.9061 -2.0608 -0.236 0.438 -0.049 -0.100
H 2.0622 1.0127 1.0281 0.602 1.542 0.680 0.411
H 0.0809 -0.7670 -0.4273 1.473 0.117 -1.151 0.337
H 1.7067 -1.3053 -1.3108 0.104 -0.648 0.598 0.354
```
Forces are in eV/Å.



The following is a quantum chemistry calculation of 3 unconnected molecules or ions with the total composition C4H3Br2NO2, from the OMol25 dataset.

Output
Kohn-Sham gap (alpha / beta) = 9.06 / 6.43 eV
HOMO level (alpha / beta) = -9.104 / -8.296 eV
Charge = 0
ΔE to the lowest compared entry with this formula, charge and spin = 77.34 kJ/mol

The geometry in XYZ format:
```
12
Properties=species:S:1:pos:R:3:forces:R:3:mulliken_charge:R:1
C 1.7897 -0.0636 -1.6153 -0.718 -0.105 -1.690 0.351
C -0.9365 -1.0699 -0.6918 0.914 -0.901 -1.422 0.760
C -1.8148 0.7321 1.4032 1.535 4.464 0.848 -0.946
C 1.9561 0.0509 -0.2927 2.014 -0.261 2.613 0.018
N 1.4543 -0.1512 -2.7186 0.090 -0.075 -0.650 -0.394
O -1.2974 -1.5413 -1.6776 -1.122 -0.161 -0.455 -0.352
O -0.3899 -0.6456 0.2211 0.413 -0.029 1.214 -0.342
Br 2.8173 -1.3976 0.6256 -0.567 0.807 -0.431 -0.019
Br 1.9547 1.7317 0.4898 -0.102 -0.138 0.049 0.006
H -1.8824 1.6014 0.6404 0.391 -1.563 1.686 0.280
H -1.1700 0.7736 2.3384 -0.984 0.081 -1.637 0.259
H -2.4813 -0.0206 1.2776 -1.865 -2.119 -0.125 0.377
```
Forces are in eV/Å.



The following is a quantum chemistry calculation of 2 unconnected molecules or ions with the total composition C4H3BrClNS, from the OMol25 dataset.

Output
Kohn-Sham gap (alpha / beta) = 7.83 / 7.84 eV
SMILES string = [S-][N+]#CCBr.C#CCl
HOMO level (alpha / beta) = -8.642 / -8.642 eV
Charge = 0
ΔE to the lowest compared entry with this formula, charge and spin = 377.34 kJ/mol

The geometry in XYZ format:
```
11
Properties=species:S:1:pos:R:3:forces:R:3:mulliken_charge:R:1
S -0.5299 3.2522 0.2211 0.651 2.388 -0.148 -0.192
N -0.8124 1.7500 0.2404 -1.814 -5.792 1.026 -0.074
C -1.1197 0.6009 0.4052 1.776 5.200 -0.787 0.512
C -1.4281 -0.7021 0.0938 -2.044 -3.855 1.431 -0.736
Br -3.5091 -0.9830 -0.0190 0.961 0.309 0.176 -0.160
H -1.1800 -1.5081 0.8698 -0.154 1.484 -0.996 0.317
H -1.2086 -1.0966 -0.8720 0.680 0.267 -0.706 0.325
C 2.3381 0.4336 -0.4848 0.290 -2.802 1.103 -0.231
C 2.2599 -0.7566 -0.2077 0.350 2.527 -0.710 0.036
Cl 2.3550 -2.3481 0.1103 -0.330 -0.480 -0.005 -0.144
H 2.8347 1.3579 -0.3570 -0.365 0.754 -0.383 0.348
```
Forces are in eV/Å.



The following is a quantum chemistry calculation of a single C4H3BrO molecule, from the OMol25 dataset.

Output
Kohn-Sham gap (alpha / beta) = 7.96 / 7.43 eV
HOMO level (alpha / beta) = -7.810 / -7.904 eV
Charge = 0
ΔE to the lowest compared entry with this formula, charge and spin = 414.06 kJ/mol

The geometry in XYZ format:
```
9
Properties=species:S:1:pos:R:3:forces:R:3:mulliken_charge:R:1
C 1.0112 2.0310 -0.4906 -1.250 -0.986 -0.500 -0.097
C -0.0840 1.4865 -0.6093 -0.502 0.565 0.442 -0.221
C -1.1215 -0.9701 0.2129 -1.197 -2.407 0.085 -0.527
C -1.4237 1.0863 -0.6272 -0.343 2.502 -0.842 0.214
O -1.8643 -0.1014 -0.3127 -1.624 2.491 -1.565 -0.243
Br -2.8579 2.3186 -1.2646 1.470 -1.277 0.649 -0.172
H 1.9645 2.3011 -0.8511 0.554 0.282 0.126 0.364
H -0.2271 -0.7737 0.6060 3.411 0.927 1.273 0.379
H -1.5518 -1.8986 0.1102 -0.519 -2.098 0.331 0.302
```
Forces are in eV/Å.



The following is a quantum chemistry calculation of a single C4H3BrO molecule, from the OMol25 dataset.

Output
Kohn-Sham gap = 8.32 eV
SMILES string = C=CC(Br)=C=O
HOMO level = -8.606 eV
Charge = 0
ΔE to the lowest compared entry with this formula, charge and spin = 74.40 kJ/mol

The geometry in XYZ format:
```
9
Properties=species:S:1:pos:R:3:forces:R:3:mulliken_charge:R:1
C 0.2316 -0.2948 -0.0528 -0.719 -2.999 0.862 -0.823
C -0.9836 0.2031 0.0782 -1.323 1.290 -0.677 -0.041
C -2.2445 -0.5437 -0.0071 -0.833 2.229 0.321 -0.030
Br -3.7906 0.6280 0.0258 0.194 -0.789 -0.078 -0.175
C -2.4424 -1.8233 -0.0660 0.621 0.567 0.660 0.696
O -2.4652 -2.9597 0.0439 -0.419 -1.755 -0.351 -0.305
H 0.5236 -1.4069 0.0468 -0.842 1.869 -0.534 0.186
H 1.0029 0.3619 -0.1524 2.215 1.612 -0.014 0.300
H -1.2487 1.3337 0.1168 1.106 -2.024 -0.190 0.192
```
Forces are in eV/Å.



Let's list calculated total energy in order: -36420.0871 -39031.2827 -14517.8936 -74231.3859 -149862.0930 -99081.8844 -76280.6109 -76284.1312 eV.